(1)
Density functional theory data (ωB97M-V with the def2-TZVPD basis set) for 6 unconnected molecules or ions with the total composition C5H24N2O5 at a distorted geometry.

Each line ends with the natural charge from an NBO analysis.
Positions of all 36 atoms, in Å:
C  2.8235  -1.0823  1.3120  -0.68
C  1.4937  -1.1841  0.6128  -0.04
C  1.4635  -0.2299  -0.6119  -0.46
C  0.1101  0.4911  -0.6064  -0.18
C  0.1783  1.8170  -0.5648  -0.02
N  -1.0882  2.6118  -0.7872  -0.76
N  1.2771  -2.7008  0.2179  -0.73
H  3.0971  -1.4313  2.3136  0.26
H  3.6745  -1.4508  0.7173  0.23
H  3.1049  0.0106  1.4648  0.26
H  0.7852  -1.0075  1.4390  0.23
H  1.6607  -0.8144  -1.5187  0.26
H  2.2699  0.4971  -0.6465  0.25
H  -0.8426  -0.0376  -0.4399  0.22
H  1.0187  2.4957  -0.7405  0.23
H  -0.9125  3.5749  -1.0638  0.44
H  -1.6551  2.3979  0.0934  0.48
H  -1.6638  2.2097  -1.5756  0.47
H  1.2577  -2.7505  -0.8225  0.47
H  0.3521  -2.9744  0.6067  0.47
H  1.9752  -3.2778  0.6878  0.44
H  -2.0773  3.9675  1.8325  0.51
H  -3.1186  2.8419  1.8711  0.51
O  -2.4021  3.2049  1.3331  -0.97
H  1.0204  2.7203  3.4990  0.50
H  -0.4335  2.3947  2.9069  0.48
O  0.5052  2.4601  2.7355  -0.97
H  -3.7127  2.3252  -2.6009  0.51
H  -3.8364  1.0295  -1.8703  0.50
O  -3.1561  1.6571  -2.1756  -0.97
H  0.0676  -2.8970  -3.0993  0.50
H  1.5283  -2.9927  -3.1367  0.50
O  0.8332  -2.5684  -2.6067  -0.97
H  -2.3601  -3.3416  0.0700  0.49
H  -1.7296  -4.4529  0.6485  0.50
O  -1.5082  -3.5132  0.5054  -0.97

**Orbital gap**: 11.14 eV
**LUMO energy**: -5.36 eV
**Total charge**: +2
**Total energy**: -18776.6668 eV

---

(2)
Density functional theory data (ωB97M-V with the def2-TZVPD basis set) for 7 unconnected molecules or ions with the total composition C35H41N9O3P at a distorted geometry.

Each line ends with the Löwdin charge.
Positions of all 89 atoms, in Å:
C  0.5540  1.2107  3.9618  0.12
C  0.4474  1.8609  2.7009  -0.11
N  0.5385  2.6610  1.3980  0.10
C  0.0461  1.7764  0.2330  -0.19
N  -1.1514  2.1414  -0.3320  0.18
N  0.9448  0.6411  -0.2034  -0.32
O  1.7805  1.0508  -1.1746  -0.20
C  3.0639  1.3014  -0.4481  -0.18
C  3.6111  2.8006  -0.8741  -0.09
P  0.0453  -0.8293  -0.6564  1.00
O  -0.7040  -0.7090  -2.2270  -0.32
O  -1.0820  -1.3385  0.5789  -0.29
H  0.6226  0.6217  4.9863  0.07
H  -0.1067  3.5021  1.4760  0.11
H  -1.1654  2.5293  -1.3231  0.17
H  -2.0516  2.1119  0.2330  0.16
H  2.8732  1.2520  0.7149  0.13
H  3.8200  0.4995  -0.8443  0.12
H  4.6134  3.0509  -0.2872  0.09
H  3.8680  2.8900  -2.0357  0.10
H  2.8313  3.6174  -0.5209  0.08
H  -0.0547  -0.2417  -2.8531  0.08
H  -1.8902  -0.7352  0.6012  0.09
N  -1.9866  5.6796  1.8002  0.03
C  -2.0248  7.0107  1.5725  -0.15
C  -2.1914  7.9586  2.5695  -0.06
C  -2.3316  7.5168  3.8808  -0.06
C  -2.2984  6.1518  4.1469  -0.06
C  -2.1237  5.2809  3.0834  -0.17
H  -1.9143  7.3054  0.5330  0.10
H  -2.2118  9.0155  2.3293  0.11
H  -2.4654  8.2301  4.6889  0.11
H  -2.4054  5.7754  5.1579  0.11
H  -2.0873  4.2065  3.2402  0.09
N  6.1823  -0.3622  0.0041  0.04
C  7.3013  0.3578  0.2381  -0.15
C  8.5793  -0.1776  0.2228  -0.07
C  8.7211  -1.5351  -0.0447  -0.07
C  7.5872  -2.3034  -0.2878  -0.07
C  6.3517  -1.6771  -0.2544  -0.15
H  7.1384  1.4114  0.4451  0.10
H  9.4431  0.4485  0.4153  0.11
H  9.7069  -1.9907  -0.0638  0.11
H  7.6639  -3.3640  -0.4988  0.11
H  5.4372  -2.2331  -0.4412  0.10
N  2.8998  -0.1898  5.7032  0.03
C  3.3154  -0.2034  6.9887  -0.14
C  4.6483  -0.1975  7.3677  -0.07
C  5.6164  -0.1805  6.3692  -0.07
C  5.2196  -0.1680  5.0360  -0.07
C  3.8626  -0.1716  4.7561  -0.15
H  2.5226  -0.2198  7.7308  0.10
H  4.9248  -0.2064  8.4159  0.11
H  6.6713  -0.1767  6.6277  0.11
H  5.9495  -0.1552  4.2345  0.10
H  3.5026  -0.1586  3.7311  0.09
N  -2.8338  -5.5344  0.9106  0.05
C  -3.5208  -6.1703  -0.0636  -0.15
C  -3.5180  -5.7757  -1.3919  -0.08
C  -2.7688  -4.6583  -1.7449  -0.07
C  -2.0521  -3.9810  -0.7637  -0.09
C  -2.1142  -4.4540  0.5372  -0.16
H  -4.0926  -7.0343  0.2624  0.10
H  -4.0866  -6.3258  -2.1330  0.09
H  -2.7434  -4.3181  -2.7761  0.09
H  -1.4591  -3.1065  -1.0064  0.04
H  -1.5695  -3.9620  1.3381  0.09
N  -4.9407  2.9239  -1.2387  0.04
C  -5.6276  2.2880  -2.2129  -0.15
C  -5.6249  2.6826  -3.5412  -0.07
C  -4.8757  3.8000  -3.8942  -0.07
C  -4.1590  4.4773  -2.9130  -0.08
C  -4.2211  4.0043  -1.6121  -0.18
H  -6.1994  1.4240  -1.8869  0.11
H  -6.1934  2.1325  -4.2823  0.11
H  -4.8502  4.1402  -4.9254  0.11
H  -3.5659  5.3518  -3.1557  0.10
H  -3.6763  4.4963  -0.8112  0.09
N  -3.8107  -5.6487  -4.8804  0.05
C  -4.6566  -5.4138  -5.9074  -0.15
C  -5.0042  -6.3657  -6.8525  -0.07
C  -4.4487  -7.6360  -6.7424  -0.07
C  -3.5725  -7.9080  -5.6967  -0.07
C  -3.2886  -6.8917  -4.7986  -0.16
H  -5.0612  -4.4069  -5.9521  0.10
H  -5.6910  -6.1223  -7.6552  0.10
H  -4.6965  -8.4079  -7.4653  0.11
H  -3.1224  -8.8877  -5.5835  0.10
H  -2.6135  -7.0556  -3.9633  0.10

**Orbital gap**: 5.55 eV
**LUMO energy**: -5.38 eV
**Total charge**: +1
**Total energy**: -65784.9733 eV

---

(3)
Density functional theory data (ωB97M-V with the def2-TZVPD basis set) for 2 unconnected molecules or ions with the total composition C2H4N2OS at a distorted geometry.

Each line ends with the natural charge from an NBO analysis.
Positions of all 10 atoms, in Å:
C  2.3252  0.4087  0.8432  -0.07
N  1.3439  -0.0439  0.1553  -0.56
S  1.0428  -1.5227  -0.5539  -0.18
H  2.2032  1.3547  1.2742  0.18
H  3.1759  -0.1551  1.2108  0.20
H  0.7497  0.7540  -0.3602  0.43
N  -2.7241  -0.9132  -0.6418  -0.76
C  -2.8646  0.2750  -0.6177  0.83
O  -3.3788  1.3064  -0.5749  -0.51
H  -1.8733  -1.4639  -0.7349  0.43

**Orbital gap**: 8.21 eV
**LUMO energy**: -0.40 eV
**Structure (SMILES)**: C=[NH+][S-].N=C=O
**Total energy**: -17999.7613 eV

---

(4)
Density functional theory data (ωB97M-V with the def2-TZVPD basis set) for 2 unconnected molecules or ions with the total composition CCl6P at a distorted geometry.

Each line ends with the natural charge from an NBO analysis.
Positions of all 8 atoms, in Å:
C  2.6604  1.0373  -0.7071  -0.22
P  -3.4140  -2.5858  0.2793  1.12
Cl  3.8156  2.1184  -0.2077  0.20
Cl  1.3115  1.6430  -1.4490  0.40
Cl  2.9442  -0.6529  -0.6020  0.14
Cl  -4.3045  -0.7835  0.1037  -0.07
Cl  -2.7613  -2.5812  2.1132  -0.05
Cl  -0.2518  1.8048  0.4695  -0.51

**Orbital gap (spin up / spin down)**: 3.72 / 2.70 eV
**LUMO energy (spin up / spin down)**: -8.31 / -8.32 eV
**Total charge**: +1
**Total energy**: -85449.3841 eV

---

(5)
Density functional theory data (ωB97M-V with the def2-TZVPD basis set) for 2 unconnected molecules or ions with the total composition C3H5NO2 at a distorted geometry.

Each line ends with the natural charge from an NBO analysis.
Positions of all 11 atoms, in Å:
C  -0.6828  -2.5153  0.4733  -0.10
C  0.8485  0.4592  -0.6007  -0.26
C  -0.9323  -0.1545  0.7100  0.65
N  -0.7059  -3.6380  0.2711  -0.53
O  -1.6660  -0.1731  1.8392  -0.64
O  0.2468  0.3344  0.7075  -0.46
H  1.4716  -0.4251  -0.9141  0.23
H  1.6394  1.1319  -0.5752  0.21
H  -0.0364  0.7184  -1.1697  0.19
H  -1.7100  -0.0570  -0.0415  0.20
H  -1.1508  -0.2843  2.6780  0.51

**Orbital gap (spin up / spin down)**: 9.81 / 9.81 eV
**LUMO energy (spin up / spin down)**: 0.04 / 0.04 eV
**Total energy**: -8773.2934 eV

---

(6)
Density functional theory data (ωB97M-V with the def2-TZVPD basis set) for a molecular structure, C12H23IMnN6S at a distorted geometry.

Each line ends with the Löwdin spin population.
Positions of all 44 atoms, in Å:
Mn  -0.0225  -0.0047  -0.1169  3.97
C  -1.6645  -1.7539  1.6182  0.00
C  -0.2768  -2.3965  1.8628  0.00
N  0.7210  -1.9409  0.8608  0.05
C  1.0324  -2.9377  -0.1999  0.00
C  1.1081  -2.3034  -1.5907  0.00
N  0.0680  -1.2637  -1.8258  -0.01
C  -1.3161  -1.7560  -2.0961  0.00
C  -1.9923  -2.1910  -0.8082  0.00
N  -1.7610  -1.1662  0.2556  -0.05
H  -1.8462  -0.9568  2.3389  0.00
H  -2.4527  -2.4961  1.7549  0.00
H  -0.3456  -3.4834  1.8615  0.00
H  0.0611  -2.1131  2.8581  0.00
H  1.5856  -1.7187  1.3421  0.00
H  0.2882  -3.7287  -0.1800  0.00
H  1.9912  -3.4163  -0.0021  0.00
H  1.0366  -3.0878  -2.3472  0.00
H  2.0740  -1.8133  -1.7089  0.00
H  0.3613  -0.7827  -2.6719  0.00
H  -1.3038  -2.5781  -2.8149  0.00
H  -1.8725  -0.9291  -2.5411  0.00
H  -1.6091  -3.1467  -0.4645  0.00
H  -3.0595  -2.3235  -0.9885  0.00
H  -2.5674  -0.5434  0.2653  0.00
I  -0.7590  3.0732  4.8893  0.00
C  -1.0119  2.9293  2.8075  0.00
C  -1.5239  3.9857  2.0585  0.01
C  -1.6831  3.8314  0.6864  0.00
C  -1.3230  2.6372  0.0978  0.01
N  -0.8266  1.6169  0.8212  -0.02
C  -0.6716  1.7599  2.1485  0.01
H  -1.8008  4.9156  2.5386  0.00
H  -2.0867  4.6336  0.0842  0.00
H  -1.4536  2.4758  -0.9658  0.00
H  -0.2681  0.9184  2.7011  0.00
N  4.1492  2.2838  -0.9835  0.00
C  2.9151  2.0232  -1.3426  0.01
N  2.4049  2.5147  -2.4583  0.01
S  1.9973  1.0038  -0.2739  -0.02
H  4.7555  2.8770  -1.5368  0.00
H  4.5434  1.9034  -0.1354  0.00
H  2.9566  3.0911  -3.0820  0.00
H  1.4491  2.3580  -2.7165  0.00

**Spin multiplicity**: 5
**Orbital gap (spin up / spin down)**: 4.83 / 6.50 eV
**LUMO energy (spin up / spin down)**: -12.29 / -10.61 eV
**Total charge**: +3
**Total energy**: -71989.1137 eV

---

Among the records above, which one has the lowest total energy?
CCl6P

---

What did the first record say?
Density functional theory data (ωB97M-V with the def2-TZVPD basis set) for 6 unconnected molecules or ions with the total composition C5H24N2O5 at a distorted geometry.

Each line ends with the natural charge from an NBO analysis.
Positions of all 36 atoms, in Å:
C  2.8235  -1.0823  1.3120  -0.68
C  1.4937  -1.1841  0.6128  -0.04
C  1.4635  -0.2299  -0.6119  -0.46
C  0.1101  0.4911  -0.6064  -0.18
C  0.1783  1.8170  -0.5648  -0.02
N  -1.0882  2.6118  -0.7872  -0.76
N  1.2771  -2.7008  0.2179  -0.73
H  3.0971  -1.4313  2.3136  0.26
H  3.6745  -1.4508  0.7173  0.23
H  3.1049  0.0106  1.4648  0.26
H  0.7852  -1.0075  1.4390  0.23
H  1.6607  -0.8144  -1.5187  0.26
H  2.2699  0.4971  -0.6465  0.25
H  -0.8426  -0.0376  -0.4399  0.22
H  1.0187  2.4957  -0.7405  0.23
H  -0.9125  3.5749  -1.0638  0.44
H  -1.6551  2.3979  0.0934  0.48
H  -1.6638  2.2097  -1.5756  0.47
H  1.2577  -2.7505  -0.8225  0.47
H  0.3521  -2.9744  0.6067  0.47
H  1.9752  -3.2778  0.6878  0.44
H  -2.0773  3.9675  1.8325  0.51
H  -3.1186  2.8419  1.8711  0.51
O  -2.4021  3.2049  1.3331  -0.97
H  1.0204  2.7203  3.4990  0.50
H  -0.4335  2.3947  2.9069  0.48
O  0.5052  2.4601  2.7355  -0.97
H  -3.7127  2.3252  -2.6009  0.51
H  -3.8364  1.0295  -1.8703  0.50
O  -3.1561  1.6571  -2.1756  -0.97
H  0.0676  -2.8970  -3.0993  0.50
H  1.5283  -2.9927  -3.1367  0.50
O  0.8332  -2.5684  -2.6067  -0.97
H  -2.3601  -3.3416  0.0700  0.49
H  -1.7296  -4.4529  0.6485  0.50
O  -1.5082  -3.5132  0.5054  -0.97

**Orbital gap**: 11.14 eV
**LUMO energy**: -5.36 eV
**Total charge**: +2
**Total energy**: -18776.6668 eV

---

What is the total energy in the third record?
-17999.7613 eV

---

Among the records above, which one has the lowest total energy?
CCl6P